[1]
C56H51F7NO2PS | ωB97M-V/def2-TZVPD

```
119
Properties=species:S:1:pos:R:3:lowdin_charge:R:1
C -3.50 -3.11 0.10 -0.10
C -3.01 -4.55 0.36 -0.24
C -2.29 -5.17 -0.84 -0.17
C -0.75 -5.03 -0.78 -0.19
N -0.23 -4.47 -2.04 0.02
C -0.23 -3.04 -2.07 -0.20
C 0.25 -2.27 -1.02 -0.01
C 0.25 -0.88 -1.06 -0.39
P 0.86 0.09 0.33 0.40
S 0.19 1.92 0.43 0.13
C -0.26 -0.21 -2.17 -0.03
C -0.76 -0.97 -3.22 -0.09
C -0.73 -2.37 -3.19 -0.04
C -1.26 -3.08 -4.40 -0.33
O -0.77 -4.08 -4.86 0.14
C -2.42 -2.40 -5.05 0.03
C -2.47 -1.07 -5.05 0.03
C -1.38 -0.29 -4.40 -0.33
O -1.03 0.80 -4.79 0.11
H -3.63 -2.92 -0.96 0.06
H -2.78 -2.37 0.48 0.06
H -4.45 -2.93 0.60 0.07
H -2.33 -4.53 1.21 0.09
H -3.86 -5.17 0.63 0.10
H -2.61 -4.67 -1.75 0.10
H -2.55 -6.23 -0.94 0.10
H -0.34 -6.03 -0.69 0.10
H -0.46 -4.46 0.10 0.09
H 0.72 -4.78 -2.20 0.10
H 0.64 -2.76 -0.13 0.11
H 2.26 0.06 0.22 -0.01
H 0.52 -0.68 1.44 -0.03
H -0.29 0.87 -2.21 0.09
H -3.18 -3.00 -5.52 0.12
H -3.29 -0.53 -5.51 0.12
F 2.67 6.39 -3.42 0.04
C 1.65 5.58 -3.79 -0.29
C 0.52 5.55 -3.00 -0.01
C -0.53 4.71 -3.39 -0.06
C -0.42 3.93 -4.53 -0.09
C 0.74 3.99 -5.30 -0.08
C 1.79 4.82 -4.93 -0.02
H 0.46 6.16 -2.11 0.12
H -1.43 4.67 -2.79 0.07
H -1.23 3.28 -4.82 0.08
H 0.83 3.37 -6.18 0.11
H 2.70 4.88 -5.51 0.11
F -0.14 -0.82 3.54 0.01
C -0.01 -0.08 4.67 -0.28
C 0.34 1.25 4.55 -0.01
C 0.47 2.00 5.71 -0.08
C 0.26 1.41 6.95 -0.09
C -0.08 0.06 7.04 -0.08
C -0.22 -0.70 5.89 -0.01
H 0.49 1.68 3.57 0.08
H 0.73 3.04 5.64 0.11
H 0.37 2.00 7.85 0.10
H -0.24 -0.39 8.00 0.08
H -0.50 -1.74 5.93 0.11
F -1.56 -2.28 8.41 0.04
C -1.60 -2.85 9.63 -0.28
C -0.46 -2.82 10.42 -0.02
C -0.51 -3.40 11.67 -0.08
C -1.67 -4.02 12.12 -0.10
C -2.80 -4.05 11.30 -0.08
C -2.77 -3.46 10.05 -0.02
H 0.43 -2.33 10.05 0.12
H 0.37 -3.38 12.31 0.10
H -1.70 -4.48 13.09 0.10
H -3.70 -4.53 11.64 0.11
H -3.63 -3.46 9.40 0.12
F 2.49 -4.54 -3.03 0.04
C 3.34 -3.79 -3.78 -0.26
C 4.57 -4.33 -4.12 -0.01
C 5.43 -3.56 -4.89 -0.08
C 5.06 -2.28 -5.29 -0.09
C 3.82 -1.77 -4.93 -0.07
C 2.95 -2.53 -4.17 0.00
H 4.83 -5.33 -3.79 0.12
H 6.39 -3.96 -5.17 0.10
H 5.74 -1.69 -5.89 0.10
H 3.53 -0.78 -5.24 0.11
H 1.97 -2.16 -3.88 0.11
F 0.54 12.41 -1.92 0.05
C 1.43 11.46 -2.29 -0.29
C 1.00 10.43 -3.11 -0.01
C 1.92 9.46 -3.48 -0.08
C 3.23 9.53 -3.03 -0.10
C 3.63 10.57 -2.21 -0.08
C 2.72 11.55 -1.83 -0.02
H -0.03 10.40 -3.44 0.12
H 1.61 8.65 -4.12 0.10
H 3.94 8.76 -3.32 0.10
H 4.65 10.62 -1.85 0.10
H 3.01 12.38 -1.19 0.12
F -3.66 4.92 0.19 0.06
C -4.10 4.85 -1.08 -0.28
C -3.56 3.89 -1.92 -0.04
C -4.01 3.82 -3.23 -0.09
C -4.98 4.70 -3.68 -0.09
C -5.51 5.65 -2.82 -0.08
C -5.07 5.73 -1.50 -0.01
H -2.79 3.22 -1.55 0.12
H -3.60 3.08 -3.89 0.10
H -5.33 4.64 -4.70 0.10
H -6.27 6.34 -3.17 0.10
H -5.47 6.46 -0.81 0.12
F 0.29 -5.57 2.48 0.05
C 1.49 -6.14 2.21 -0.29
C 1.55 -7.18 1.31 -0.03
C 2.78 -7.76 1.04 -0.08
C 3.92 -7.30 1.68 -0.10
C 3.84 -6.26 2.59 -0.08
C 2.61 -5.67 2.86 -0.02
H 0.65 -7.53 0.82 0.11
H 2.84 -8.57 0.32 0.11
H 4.88 -7.76 1.47 0.10
H 4.72 -5.90 3.09 0.11
H 2.52 -4.85 3.56 0.12
```

Output
Structure (SMILES): CCCCNc1cc([PH2]=S)cc2c1C(=O)C=CC2=O.Fc1ccccc1.Fc1ccccc1.Fc1ccccc1.Fc1ccccc1.Fc1ccccc1.Fc1ccccc1.Fc1ccccc1
E_LUMO: -1.079 eV
Electronic energy: -3808.32630 hartree

=====

[2]
C10H36O10 | ωB97M-V/def2-TZVPD

```
56
Properties=species:S:1:pos:R:3:lowdin_charge:R:1
C -3.96 1.05 2.93 -0.20
C -5.11 0.63 2.08 -0.24
O -5.17 1.26 0.82 -0.05
O -2.69 0.59 2.40 -0.08
H -4.09 0.82 3.99 0.13
H -3.92 2.14 2.93 0.12
H -6.10 0.68 2.53 0.13
H -4.98 -0.44 1.89 0.13
H -5.69 2.06 0.92 0.10
H -2.05 0.83 3.07 0.10
C 0.92 0.25 -0.59 -0.19
C 0.23 -0.07 0.69 -0.23
O -1.06 -0.54 0.38 -0.07
O 0.24 1.26 -1.34 -0.06
H 1.10 -0.69 -1.11 0.11
H 1.90 0.69 -0.39 0.12
H 0.23 0.78 1.38 0.12
H 0.73 -0.88 1.22 0.11
H -1.65 -0.31 1.10 0.06
H -0.67 1.34 -1.03 0.06
C -1.13 -3.70 -1.01 -0.17
O -1.84 -2.49 -1.22 -0.13
H -1.22 -4.08 0.01 0.07
H -1.53 -4.51 -1.62 0.07
H -0.08 -3.57 -1.27 0.06
H -1.63 -1.85 -0.53 0.01
C 2.46 -3.55 2.18 -0.15
O 3.62 -3.11 1.49 -0.12
H 1.74 -3.87 1.43 0.08
H 2.71 -4.26 2.97 0.08
H 1.99 -2.77 2.78 0.07
H 4.11 -3.91 1.29 0.09
C 1.15 -1.08 -4.04 -0.17
O 1.08 -1.64 -5.34 -0.12
H 0.17 -0.91 -3.60 0.07
H 1.64 -1.78 -3.36 0.08
H 1.62 -0.10 -4.15 0.07
H 0.47 -1.12 -5.87 0.07
C -1.75 3.09 0.39 -0.13
O -2.54 2.19 -0.38 -0.12
H -1.38 2.71 1.35 0.06
H -0.93 3.47 -0.22 0.08
H -2.50 3.85 0.61 0.08
H -3.21 1.81 0.19 0.03
C 3.99 0.37 1.93 -0.18
O 4.77 -0.35 1.02 -0.12
H 4.38 0.06 2.90 0.08
H 4.22 1.43 1.86 0.08
H 2.92 0.19 1.87 0.06
H 4.47 -1.25 1.08 0.03
C 2.61 3.32 -3.00 -0.18
O 1.50 3.51 -2.16 -0.13
H 2.95 2.28 -3.05 0.07
H 2.39 3.67 -4.01 0.07
H 3.49 3.79 -2.57 0.07
H 1.06 2.71 -1.86 0.01
```

Output
Structure (SMILES): OCCO.OCCO.CO.CO.CO.CO.CO.CO
Energy above the lowest of the compared OMol25 structures with the same formula, charge and spin: 14.2 kcal per mole
E_LUMO: -0.013 eV
Electronic energy: -1154.83502 hartree

=====

[3]
C3H3ClF2 | ωB97M-V/def2-TZVPD

```
9
Properties=species:S:1:pos:R:3:lowdin_charge:R:1
C 0.79 -0.14 0.91 -0.08
C -0.35 -0.32 -0.05 -0.63
C -0.61 0.45 -1.10 -0.46
H 0.40 0.09 1.89 0.08
H 1.34 0.63 0.45 0.06
H 1.43 -1.04 1.00 0.10
F 0.21 1.41 -1.48 0.13
F -1.61 0.42 -1.93 0.15
Cl -1.60 -1.49 0.31 0.66
```

Output
Structure (SMILES): CC(Cl)=C(F)F
Energy above the lowest of the compared OMol25 structures with the same formula, charge and spin: 8.0 kcal per mole
E_LUMO: 0.872 eV
Electronic energy: -776.00634 hartree

=====

[4]
C3H4GaO3 | ωB97M-V/def2-TZVPD

```
11
Properties=species:S:1:pos:R:3:lowdin_charge:R:1
O -1.13 -1.25 -0.75 -0.12
C -1.60 0.04 -0.73 -0.21
C -0.66 1.00 -0.07 0.04
O 0.29 0.52 0.62 -0.08
Ga 0.39 -1.34 0.12 0.98
H -2.57 0.15 -0.20 0.20
H -1.78 0.46 -1.75 0.19
H -0.75 2.09 -0.15 0.19
C 2.42 0.47 1.00 0.56
O 2.40 -0.78 0.69 0.03
H 3.00 -1.35 1.22 0.21
```

Output
Energy above the lowest of the compared OMol25 structures with the same formula, charge and spin: 106.3 kcal per mole
Spin multiplicity: 2
E_LUMO (alpha / beta): -12.590 / -12.284 eV
Electronic energy: -2266.27460 hartree
Charge: +2